No. 1
This record from the Open Molecules 2025 dataset describes a cluster of 4 separate species, C36H46BI2N4O9 in total at a distorted geometry. The level of theory is the ωB97M-V functional and the def2-TZVPD basis.

Charge: -1
HOMO level in eV: -5.659
2S+1: 1
E_tot in Eh: -2915.1765

Atoms and positions in Å:
C (-7.8235, -2.1966, 0.4939)
O (-7.0373, -0.9768, 0.2263)
C (-5.7073, -1.3010, -0.3326)
C (-4.7073, -2.0082, 0.8065)
C (-3.1630, -1.4969, 0.7304)
B (-2.3151, -1.6251, 2.1737)
C (-0.8447, -0.9077, 1.7975)
C (-0.4278, 0.3112, 2.8084)
C (1.1964, 0.6434, 2.5878)
C (1.5012, 2.2397, 2.8006)
N (2.9859, 2.4599, 2.4825)
C (3.5591, 3.6858, 1.8053)
C (5.1728, 3.3331, 1.6884)
C (5.5432, 1.8787, 2.3460)
C (4.0426, 1.4352, 2.8327)
C (-3.1511, -0.8321, 3.3441)
C (-3.7884, 0.6127, 2.9045)
C (-5.4358, 0.6445, 2.8246)
O (-6.2609, -0.0842, 3.5795)
O (-6.0961, 1.5973, 1.8718)
C (-2.1982, -3.2046, 2.5814)
I (-1.0583, -4.4314, 1.1047)
C (-1.6590, -3.5525, 4.0772)
C (-0.4693, -2.6116, 4.6756)
I (-3.2882, -3.7530, 5.5914)
H (-7.6044, -2.5580, 1.5885)
H (-8.9665, -1.9228, 0.4507)
H (-7.6473, -3.0715, -0.2642)
H (-5.1674, -0.4069, -0.8596)
H (-5.9085, -2.1081, -1.1891)
H (-4.6986, -3.1638, 0.5060)
H (-5.2194, -1.9583, 1.8553)
H (-2.6394, -2.1196, -0.1435)
H (-3.1851, -0.3798, 0.3262)
H (-0.8740, -0.4407, 0.6995)
H (0.0471, -1.6659, 1.7964)
H (-1.0551, 1.2843, 2.5212)
H (-0.5437, 0.0806, 3.9491)
H (1.7516, -0.0683, 3.3547)
H (1.4717, 0.3811, 1.4740)
H (0.8928, 2.8374, 1.9656)
H (1.1891, 2.6744, 3.8412)
H (3.0302, 4.6641, 1.4166)
H (6.0480, 3.9688, 1.2050)
H (6.5430, 1.2828, 2.4589)
H (3.8879, 0.3894, 3.3613)
H (-2.5463, -0.6749, 4.3562)
H (-4.0792, -1.5152, 3.6562)
H (-3.2814, 1.0870, 1.9329)
H (-3.5034, 1.3743, 3.7794)
H (-7.0529, 1.2753, 1.7363)
H (-3.2977, -3.6685, 2.5225)
H (-1.2070, -4.6572, 4.0186)
H (0.3677, -2.3092, 3.8798)
H (0.1157, -3.2754, 5.4773)
H (-0.8458, -1.6658, 5.2923)
C (9.2659, -0.2356, -2.7251)
C (9.6736, -0.5742, -1.4339)
C (9.3886, 0.2766, -0.3642)
C (8.6875, 1.4674, -0.5994)
C (8.2837, 1.8135, -1.8958)
C (8.5770, 0.9560, -2.9580)
N (8.3625, 2.3537, 0.5246)
O (8.7536, 2.0217, 1.6536)
O (7.7125, 3.3804, 0.2812)
H (9.4855, -0.9049, -3.5551)
H (10.2114, -1.5039, -1.2606)
H (9.7132, -0.0016, 0.6361)
H (7.7432, 2.7369, -2.0933)
H (8.2651, 1.2143, -3.9675)
C (-7.1298, 2.2465, -0.9205)
C (-6.5764, 3.4970, -1.1999)
C (-7.2010, 4.3509, -2.1110)
C (-8.3873, 3.9424, -2.7359)
C (-8.9409, 2.6844, -2.4630)
C (-8.3057, 1.8380, -1.5522)
N (-9.0624, 4.8458, -3.6754)
O (-8.5311, 5.9425, -3.9048)
O (-10.1265, 4.4622, -4.1819)
H (-6.6422, 1.5864, -0.2051)
H (-5.6588, 3.8076, -0.7048)
H (-6.7571, 5.3223, -2.3179)
H (-9.8584, 2.3527, -2.9445)
H (-8.7292, 0.8607, -1.3313)
C (4.1462, -2.9175, -5.0463)
C (4.7431, -1.8137, -4.4351)
C (6.0595, -1.4681, -4.7466)
C (6.7706, -2.2357, -5.6793)
C (6.1765, -3.3488, -6.2886)
C (4.8603, -3.6863, -5.9669)
N (8.1462, -1.8624, -6.0299)
O (8.6431, -0.8824, -5.4551)
O (8.7302, -2.5456, -6.8833)
H (3.1177, -3.1797, -4.8044)
H (4.1806, -1.2203, -3.7174)
H (6.5103, -0.6050, -4.2616)
H (6.7185, -3.9562, -7.0105)
H (4.3892, -4.5468, -6.4368)

Here are the Löwdin charges for atoms 1 to 5, given in e: -0.119, -0.297, -0.192, -0.173, -0.190


No. 2
This record from the Open Molecules 2025 dataset describes a structure of composition C25H46ClN5O5Pb at a distorted geometry. The level of theory is the ωB97M-V functional and the def2-TZVPD basis.

HOMO level in eV: -6.113
2S+1: 1
E_tot in Eh: -2282.8080

Atoms and positions in Å:
Pb (29.6797, 9.9539, 44.0617)
Cl (30.1706, 10.3338, 40.6013)
O (29.8392, 9.1920, 41.3655)
O (31.2097, 10.0511, 39.6784)
O (29.0031, 10.8007, 39.8744)
O (30.7490, 11.2396, 41.5784)
C (27.2234, 10.6570, 49.0564)
C (28.1899, 11.1625, 47.8455)
C (29.2982, 12.0703, 48.5652)
C (30.3313, 11.3332, 49.3851)
C (30.9166, 10.2269, 48.4514)
C (29.9538, 9.2932, 47.8003)
N (28.9810, 10.1335, 47.0841)
O (28.2163, 9.3136, 46.1547)
C (29.4067, 8.3829, 48.8867)
C (30.8560, 8.4829, 46.7938)
C (27.4753, 12.2305, 46.8915)
H (26.4779, 11.4456, 49.1581)
H (27.5957, 10.5281, 50.0727)
H (26.8720, 9.6578, 48.7989)
H (28.7375, 12.7746, 49.1797)
H (29.7619, 12.6767, 47.7872)
H (29.9018, 11.0812, 50.3547)
H (31.0972, 12.0838, 49.5800)
H (31.6458, 9.6584, 49.0287)
H (31.5837, 10.7287, 47.7505)
H (30.0147, 7.5369, 49.2071)
H (28.4244, 7.9586, 48.6787)
H (29.4088, 8.8765, 49.8585)
H (31.4637, 7.7590, 47.3369)
H (31.4929, 9.1918, 46.2646)
H (30.4229, 7.8421, 46.0258)
H (26.8982, 12.9019, 47.5273)
H (26.8197, 11.6593, 46.2342)
H (28.1577, 12.8499, 46.3094)
C (30.3853, 15.5988, 44.7290)
C (30.9163, 15.3548, 46.1308)
C (31.8932, 14.2127, 46.1755)
C (31.3184, 13.0078, 45.4395)
N (30.8862, 12.0811, 44.9543)
H (29.9137, 16.5806, 44.6868)
H (29.6039, 14.9082, 44.4117)
H (31.2255, 15.5220, 44.0388)
H (30.1392, 14.9995, 46.8075)
H (31.3798, 16.1918, 46.6529)
H (32.1643, 13.8814, 47.1780)
H (32.8262, 14.4435, 45.6614)
C (24.7100, 12.7010, 44.2855)
C (25.1168, 13.4610, 42.9691)
C (26.5525, 13.9507, 42.7879)
C (27.5704, 12.9504, 43.1311)
N (28.3965, 12.1922, 43.4076)
H (25.3075, 11.8061, 44.4593)
H (23.6579, 12.4163, 44.2684)
H (24.7979, 13.4028, 45.1148)
H (24.4970, 14.3329, 42.7602)
H (24.9504, 12.8016, 42.1173)
H (26.8123, 14.8193, 43.3930)
H (26.7330, 14.2087, 41.7444)
C (23.5441, 9.7172, 41.8785)
C (24.1366, 8.3553, 41.5978)
C (25.6294, 8.4499, 41.1555)
C (26.4713, 9.0520, 42.1408)
N (27.0956, 9.4969, 42.9857)
H (23.4952, 10.3628, 41.0016)
H (23.9379, 10.2364, 42.7523)
H (22.4973, 9.5875, 42.1530)
H (23.5943, 7.9282, 40.7542)
H (23.9865, 7.7249, 42.4742)
H (25.7530, 8.9318, 40.1856)
H (26.0527, 7.4463, 41.1142)
C (35.7162, 10.7585, 40.2446)
C (34.5363, 10.6682, 41.2081)
C (34.5570, 9.3950, 42.1049)
C (33.3637, 9.3406, 43.0311)
N (32.3748, 9.3199, 43.6828)
H (36.6396, 10.9629, 40.7866)
H (35.5654, 11.6304, 39.6080)
H (35.8836, 9.8694, 39.6367)
H (33.6198, 10.6609, 40.6180)
H (34.4727, 11.5271, 41.8762)
H (35.4908, 9.1588, 42.6151)
H (34.5172, 8.5239, 41.4509)

Here are the Löwdin charges for atoms 1 to 5, given in e: 1.422, 0.589, -0.479, -0.339, -0.346


No. 3
This record from the Open Molecules 2025 dataset describes a structure of composition C12H14F6I2IrNO4S2 at a distorted geometry. The level of theory is the ωB97M-V functional and the def2-TZVPD basis.

Charge: +3
Relative energy (zero: lowest compared OMol25 entry of this formula, charge and spin) in kJ/mol: 163.1
HOMO level (spin up / spin down) in eV: -19.411 / -20.027
2S+1: 2
E_tot in Eh: -2915.4073

Atoms and positions in Å:
Ir (-0.5507, 0.8158, -0.5723)
C (0.3293, 0.1528, 3.5228)
C (-0.4722, -0.2731, 2.3492)
C (-0.4234, -1.5823, 1.8704)
C (-1.1607, -1.9905, 0.7788)
C (-1.1184, -3.3871, 0.2707)
C (-2.0681, -1.0297, 0.1675)
C (-2.2942, 0.2432, 0.7170)
C (-3.5768, 0.9946, 0.4633)
C (-1.3913, 0.6468, 1.7322)
H (-0.1772, -0.2258, 4.4208)
H (0.4078, 1.2331, 3.6173)
H (1.3190, -0.3024, 3.5108)
H (0.2354, -2.2915, 2.3558)
H (-1.6812, -4.0199, 0.9677)
H (-0.0973, -3.7686, 0.2709)
H (-1.5660, -3.4987, -0.7145)
H (-2.7358, -1.3697, -0.6186)
H (-3.4791, 2.0591, 0.6535)
H (-4.3234, 0.6129, 1.1638)
H (-3.9601, 0.8285, -0.5429)
H (-1.5160, 1.6254, 2.1853)
I (-1.3809, 3.3157, -0.9776)
C (-1.2782, 2.8195, -3.0305)
I (-1.4856, 0.7069, -3.0274)
H (-0.2974, 3.0736, -3.4147)
H (-2.1044, 3.2763, -3.5651)
F (2.8392, 3.7053, -0.1137)
C (3.4751, 2.5561, -0.1067)
F (4.3785, 2.4745, -1.0360)
F (3.9255, 2.2448, 1.0742)
S (2.1424, 1.2625, -0.4868)
O (1.2474, 1.1078, 0.7265)
O (1.1576, 1.7319, -1.5369)
N (2.8941, -0.0130, -0.8280)
S (1.9527, -1.3114, -0.8456)
O (0.5207, -0.8805, -1.2148)
O (2.0835, -2.1365, 0.3005)
C (2.4813, -2.2086, -2.3825)
F (2.2984, -1.4051, -3.4136)
F (3.7379, -2.5179, -2.2218)
F (1.7125, -3.2747, -2.4689)

Here are the Löwdin charges for atoms 1 to 5, given in e: 0.933, 0.020, -0.189, 0.041, -0.188


No. 4
This record from the Open Molecules 2025 dataset describes a structure of composition C45H55GeHgOP2Si3. The level of theory is the ωB97M-V functional and the def2-TZVPD basis.

Charge: +1
HOMO level in eV: -10.488
2S+1: 1
E_tot in Eh: -5604.4547

Atoms and positions in Å:
Hg (-0.4484, -0.2192, 0.2722)
O (2.9630, -0.1364, -2.0756)
C (3.9304, 0.7885, -1.7558)
C (4.9210, 1.2642, -2.6062)
C (5.8588, 2.1667, -2.1271)
C (5.7900, 2.6429, -0.8279)
C (4.7479, 2.2403, -0.0111)
C (3.8229, 1.3018, -0.4566)
P (2.4047, 0.7489, 0.5546)
C (2.0032, 2.3186, 1.4187)
C (1.7239, 3.4440, 0.6400)
C (1.3459, 4.6360, 1.2359)
C (1.2284, 4.7173, 2.6176)
C (1.4940, 3.6021, 3.3960)
C (1.8738, 2.4058, 2.8021)
C (3.1610, -0.2529, 1.8925)
C (2.3103, -1.1363, 2.5562)
C (2.7678, -1.9113, 3.6096)
C (4.0966, -1.8280, 3.9974)
C (4.9601, -0.9759, 3.3237)
C (4.4984, -0.1923, 2.2766)
C (2.8202, -0.6824, -3.3312)
C (3.8681, -1.2145, -4.0718)
C (3.6294, -1.6611, -5.3613)
C (2.3532, -1.6036, -5.9034)
C (1.2933, -1.1816, -5.1196)
C (1.5133, -0.7377, -3.8203)
P (0.1482, -0.4190, -2.6330)
C (-0.9811, -1.7950, -3.0600)
C (-2.3663, -1.6411, -3.0374)
C (-3.1939, -2.7293, -3.2718)
C (-2.6522, -3.9898, -3.4679)
C (-1.2749, -4.1625, -3.4437)
C (-0.4446, -3.0713, -3.2470)
C (-0.6529, 1.0952, -3.2716)
C (-0.3492, 2.2602, -2.5658)
C (-0.9119, 3.4748, -2.9239)
C (-1.8148, 3.5278, -3.9759)
C (-2.1244, 2.3734, -4.6828)
C (-1.5365, 1.1635, -4.3459)
H (4.9659, 0.9581, -3.6385)
H (6.6436, 2.5058, -2.7898)
H (6.5315, 3.3412, -0.4642)
H (4.6301, 2.6698, 0.9760)
H (1.8269, 3.3886, -0.4387)
H (1.1523, 5.5077, 0.6237)
H (0.9377, 5.6502, 3.0821)
H (1.4173, 3.6626, 4.4743)
H (2.0889, 1.5424, 3.4196)
H (1.2759, -1.2131, 2.2355)
H (2.0930, -2.5847, 4.1227)
H (4.4580, -2.4352, 4.8168)
H (6.0008, -0.9196, 3.6149)
H (5.1857, 0.4576, 1.7559)
H (4.8554, -1.2888, -3.6384)
H (4.4525, -2.0500, -5.9456)
H (2.1825, -1.9163, -6.9247)
H (0.2840, -1.2077, -5.5104)
H (-2.7976, -0.6652, -2.8495)
H (-4.2679, -2.5949, -3.3105)
H (-3.3003, -4.8403, -3.6343)
H (-0.8498, -5.1482, -3.5800)
H (0.6301, -3.2051, -3.2402)
H (0.3343, 2.2025, -1.7239)
H (-0.6534, 4.3757, -2.3819)
H (-2.2807, 4.4677, -4.2407)
H (-2.8308, 2.4216, -5.5013)
H (-1.7779, 0.2734, -4.9128)
C (-1.8822, 3.0444, 2.3944)
Si (-3.2637, 1.9224, 1.7678)
C (-4.8058, 2.0084, 2.8544)
C (-3.6503, 2.3627, -0.0273)
Ge (-2.5697, -0.4063, 1.9417)
Si (-1.6125, -1.2470, 4.0310)
C (-0.3422, -0.0434, 4.7415)
C (-0.7938, -2.9064, 3.6411)
C (-3.0208, -1.4698, 5.2700)
Si (-3.9233, -2.0865, 0.7987)
C (-4.9713, -1.2901, -0.5543)
C (-2.8312, -3.4489, 0.0799)
C (-5.0273, -2.8250, 2.1422)
H (-2.2079, 4.0865, 2.4267)
H (-1.0094, 2.9905, 1.7381)
H (-1.5569, 2.7651, 3.3983)
H (-5.2576, 3.0020, 2.8389)
H (-4.5636, 1.7679, 3.8916)
H (-5.5593, 1.2941, 2.5154)
H (-3.9145, 3.4187, -0.1157)
H (-4.4846, 1.7781, -0.4181)
H (-2.7862, 2.1841, -0.6730)
H (0.4016, 0.2445, 3.9968)
H (0.1843, -0.5038, 5.5808)
H (-0.8202, 0.8675, 5.1070)
H (-0.1121, -2.8286, 2.7916)
H (-1.5452, -3.6598, 3.3954)
H (-0.2238, -3.2780, 4.4955)
H (-3.5619, -0.5359, 5.4332)
H (-2.6219, -1.7935, 6.2338)
H (-3.7436, -2.2183, 4.9430)
H (-4.3593, -1.0512, -1.4259)
H (-5.4397, -0.3696, -0.2026)
H (-5.7634, -1.9660, -0.8835)
H (-1.9667, -3.0520, -0.4572)
H (-3.3991, -4.0601, -0.6248)
H (-2.4640, -4.1043, 0.8722)
H (-5.6701, -2.0698, 2.5990)
H (-4.4352, -3.2852, 2.9352)
H (-5.6716, -3.5991, 1.7199)

Here are the Löwdin charges for atoms 1 to 5, given in e: 0.703, -0.065, -0.242, -0.005, -0.055


No. 5
This record from the Open Molecules 2025 dataset describes a cluster of 2 separate species, C3H7O3 in total. The level of theory is the ωB97M-V functional and the def2-TZVPD basis.

Charge: -1
Relative energy (zero: lowest compared OMol25 entry of this formula, charge and spin) in kJ/mol: 16.8
HOMO level in eV: -4.375
2S+1: 1
E_tot in Eh: -344.3038

Atoms and positions in Å:
O (-0.2442, 0.9086, -0.9286)
C (0.3543, 0.1181, -0.1678)
O (1.4832, -0.3948, -0.3305)
C (-0.4063, -0.2454, 1.1227)
C (-1.8200, -0.8019, 0.8841)
H (0.1777, -0.9373, 1.7188)
H (-0.4635, 0.6787, 1.7064)
H (-1.9988, -1.6282, 1.5831)
H (-2.5823, -0.0378, 1.0357)
H (-1.9435, -1.1771, -0.1330)
H (1.7349, 1.1871, -1.9462)
H (3.1991, 0.9095, -2.0480)
O (2.5093, 1.4204, -2.4967)

Here are the Löwdin charges for atoms 1 to 5, given in e: -0.072, -0.760, -0.081, -0.200, -0.126


No. 6
This record from the Open Molecules 2025 dataset describes the molecule C20H21BrN4O2S2. The level of theory is the ωB97M-V functional and the def2-TZVPD basis.

HOMO level in eV: -8.009
2S+1: 1
E_tot in Eh: -4514.6818

Atoms and positions in Å:
C (4.2219, 0.7196, -1.7160)
C (4.1710, 0.9238, -0.2053)
N (2.8686, 0.5777, 0.3452)
C (2.6611, -0.5142, 1.1108)
S (3.9665, -1.7062, 1.3865)
C (3.7390, -2.7428, -0.1259)
C (2.3557, -2.5174, -0.7064)
O (2.1998, -1.8617, -1.7130)
N (1.3613, -3.0923, 0.0150)
C (-0.0146, -2.8608, -0.0941)
C (-0.5609, -1.9665, -1.0118)
C (-1.9220, -1.7271, -1.0206)
C (-2.7380, -2.3960, -0.1260)
Br (-4.6075, -2.0491, -0.1235)
C (-2.2156, -3.3056, 0.7779)
C (-0.8542, -3.5307, 0.7942)
N (1.5518, -0.8241, 1.6921)
C (0.5000, -0.0279, 1.4395)
S (-1.0796, -0.3001, 2.0852)
C (-1.6938, 1.0368, 1.1515)
C (-0.7349, 1.6672, 0.4231)
C (0.5429, 1.0676, 0.5887)
C (1.8103, 1.4700, 0.0329)
O (2.0316, 2.4666, -0.6192)
C (-1.0742, 2.8173, -0.4630)
C (-2.4578, 3.3559, -0.0993)
N (-3.4038, 2.2563, -0.0043)
C (-4.7817, 2.6937, -0.0169)
C (-3.1271, 1.4339, 1.1583)
H (3.8544, -0.2666, -1.9877)
H (3.6019, 1.4623, -2.2098)
H (5.2463, 0.8301, -2.0606)
H (4.9245, 0.3174, 0.3000)
H (4.3431, 1.9793, 0.0245)
H (3.8980, -3.7711, 0.1937)
H (4.4948, -2.4539, -0.8553)
H (1.6314, -3.5980, 0.8489)
H (0.0774, -1.4478, -1.7071)
H (-2.3415, -1.0140, -1.7130)
H (-2.8629, -3.8205, 1.4705)
H (-0.4365, -4.2203, 1.5127)
H (-0.3132, 3.5939, -0.3767)
H (-1.0740, 2.4702, -1.4994)
H (-2.7998, 4.0386, -0.8791)
H (-2.3995, 3.9201, 0.8489)
H (-4.9714, 3.2452, -0.9360)
H (-5.4290, 1.8180, 0.0027)
H (-5.0343, 3.3375, 0.8404)
H (-3.7692, 0.5495, 1.1217)
H (-3.3561, 1.9663, 2.1052)

Here are the Löwdin charges for atoms 1 to 5, given in e: -0.056, -0.197, 0.024, -0.592, 0.976


What is the formula in the fourth record?
C45H55GeHgOP2Si3